This record from the Open Molecules 2025 dataset describes a 2-piece molecular cluster, C5H11N5 overall in a non-equilibrium geometry. The level of theory is the ωB97M-V functional and the def2-TZVPD basis.

As for the electronic energy: -470.0568 Ha. For the HOMO energy (spin up / spin down), the calculation gives -15.9 / -16.4 eV. The net charge is +2. For the energy above the lowest of the compared OMol25 structures with the same formula, charge and spin, the calculation gives 383.00 kJ/mol. The HOMO-LUMO gap (spin up / spin down) comes out at 7.499 / 6.658 eV. As for the expectation value of S²: 2.01. As for the spin multiplicity: 3. The value obtained for the max |F| is 4.452 eV/Å.

Geometry as XYZ:
```
21
Properties=species:S:1:pos:R:3:forces:R:3
C -0.6719 -0.8878 2.6810 0.6 0.8 -1.0
C -0.4263 0.4841 2.9864 -0.1 -1.5 -2.9
C -0.4446 -1.4803 1.4505 -0.5 -2.4 3.7
C 0.3350 -1.2782 -0.7978 3.7 -0.6 1.6
C 0.5788 -0.9617 -3.2198 1.7 -1.7 1.3
N -0.4363 -1.0732 0.1833 0.3 0.4 -1.4
N -0.1022 -0.9513 -2.0599 -1.4 0.8 -1.6
N 0.1024 -0.6831 -4.4090 -0.5 0.6 1.8
N -0.0351 3.2803 2.3809 1.8 0.0 0.4
N 0.0239 1.2413 2.0580 -0.4 0.8 0.5
H -0.7881 -1.4092 3.6169 0.0 -1.1 -0.5
H -0.4962 0.6642 4.0080 0.1 1.4 1.7
H -0.3904 -2.5701 1.7113 -0.1 0.6 -1.4
H 1.4958 -1.6298 -0.7445 -2.8 0.6 0.0
H 1.6279 -1.3544 -2.9778 -1.3 0.6 -1.4
H -1.0994 -0.7777 -2.0330 -0.3 0.3 -0.4
H -0.7295 -0.1009 -4.4615 -0.2 -0.4 -0.2
H 0.5009 -0.9336 -5.2948 0.8 -0.1 -0.1
H 0.3417 3.4519 3.3060 -0.8 0.4 0.8
H 0.6805 3.6615 1.7726 -0.5 0.7 -0.9
H -0.2048 1.1121 1.0812 0.0 -0.3 -0.1
```
Positions in Å, forces in eV/Å.

This record from the Open Molecules 2025 dataset describes a 2-piece molecular cluster, C4H9NO overall. The level of theory is the ωB97M-V functional and the def2-TZVPD basis.

As for the electronic energy: -287.7284 Ha. For the HOMO energy, the calculation gives -8.5 eV. For the energy above the lowest of the compared OMol25 structures with the same formula, charge and spin, the calculation gives 273.13 kJ/mol. The HOMO-LUMO gap comes out at 9.604 eV. The value obtained for the max |F| is 0.673 eV/Å.

Geometry as XYZ:
```
15
Properties=species:S:1:pos:R:3:forces:R:3
C -0.6130 -2.1707 -0.3158 0.0 0.0 0.1
C -0.1746 -1.0877 -1.2642 -0.2 0.1 -0.1
C -0.7429 0.1163 -1.3116 0.1 -0.2 -0.1
C 0.3137 1.3797 1.0939 0.4 0.4 0.3
O 1.4540 0.7380 0.7975 -0.3 0.0 -0.1
N 0.6328 2.5166 1.7086 -0.2 -0.1 -0.1
H 0.2276 -2.7846 0.0252 -0.1 0.1 0.0
H -1.3269 -2.8447 -0.8042 0.1 0.0 0.1
H -1.1053 -1.7397 0.5629 0.0 -0.1 -0.1
H 1.1819 -0.0250 0.2584 0.1 0.1 0.1
H 0.6251 -1.3306 -1.9648 -0.1 0.0 0.1
H -0.4204 0.8802 -2.0148 0.0 -0.2 0.1
H -1.5286 0.3982 -0.6182 0.1 -0.1 -0.1
H 1.5897 2.8170 1.8735 -0.1 -0.1 0.0
H -0.1132 3.1370 1.9737 0.1 -0.1 0.0
```
Positions in Å, forces in eV/Å.

This record from the Open Molecules 2025 dataset describes C31H45CaN6S2Sb2 as an isolated structure in a non-equilibrium geometry. The level of theory is the ωB97M-V functional and the def2-TZVPD basis.

As for the electronic energy: -3491.1494 Ha. For the HOMO energy, the calculation gives -10.2 eV. The net charge is +1. For the energy above the lowest of the compared OMol25 structures with the same formula, charge and spin, the calculation gives 50.86 kJ/mol. The HOMO-LUMO gap comes out at 8.088 eV. The value obtained for the max |F| is 2.100 eV/Å.

Geometry as XYZ:
```
87
Properties=species:S:1:pos:R:3:forces:R:3
Ca 0.9985 -0.7123 -0.0478 -0.1 -1.6 1.3
C -2.5933 -2.4589 2.5681 0.2 0.0 0.0
Sb -1.2308 -0.9256 1.9487 -1.1 0.0 0.7
C -2.7257 0.2939 1.0184 0.1 0.0 0.0
C -1.1012 0.1276 3.8759 0.1 -0.1 -0.2
C -1.7176 1.4853 3.8094 0.0 0.1 0.0
C -3.0922 1.6074 4.0194 0.0 0.0 0.1
C -3.7447 2.8203 3.8870 0.0 0.0 0.0
C -3.0179 3.9493 3.5418 0.0 0.0 0.0
C -1.6471 3.8545 3.3783 0.0 0.0 0.0
C -0.9729 2.6400 3.5144 -0.2 0.0 0.0
C 0.5166 2.6315 3.4040 0.2 -0.3 -0.2
Sb 1.3566 1.8443 1.5491 -0.1 1.3 0.5
C 0.6408 3.3909 0.2487 0.0 -0.1 0.1
C 3.2703 2.7594 1.8937 0.0 -0.3 -0.1
H -3.4786 -1.9907 2.9950 0.0 0.0 0.0
H -2.1190 -3.0952 3.3136 0.0 0.0 0.0
H -2.8807 -3.0668 1.7119 0.0 0.0 0.0
H -3.4293 0.6507 1.7648 0.0 0.0 0.0
H -3.2519 -0.3046 0.2780 0.0 0.0 -0.1
H -2.2744 1.1508 0.5170 0.0 0.0 0.0
H -0.0490 0.1491 4.1528 0.0 0.0 0.0
H -1.6293 -0.5129 4.5814 0.0 0.0 0.0
H -3.6561 0.7241 4.3010 0.0 0.0 0.0
H -4.8125 2.8893 4.0474 0.0 0.0 0.0
H -3.5152 4.9030 3.4237 0.0 0.0 0.0
H -1.0727 4.7496 3.1670 0.0 0.0 0.0
H 0.9737 2.0355 4.1963 0.0 0.0 0.0
H 0.9111 3.6441 3.4795 0.0 0.0 0.0
H 0.7917 4.3645 0.7118 0.0 0.0 0.0
H -0.4169 3.2455 0.0331 0.0 0.0 0.0
H 1.2060 3.3383 -0.6819 0.0 0.0 0.0
H 3.1321 3.8337 1.9970 0.0 0.0 0.0
H 3.9337 2.5582 1.0538 0.0 0.0 0.0
H 3.7128 2.3620 2.8067 0.0 0.0 0.0
N 3.2553 -1.0862 1.9960 -0.2 0.0 -0.4
N 3.7930 -2.3753 1.7655 0.1 -0.1 0.1
C 3.1001 -3.4682 2.1324 0.0 0.0 0.1
N 3.5897 -4.6518 1.7000 0.1 0.0 -0.1
S 1.7008 -3.3785 3.0456 -0.1 0.1 0.1
H 4.0059 -0.5169 2.3738 0.0 0.1 0.1
H 2.5725 -1.2359 2.7431 0.0 0.0 0.1
H 4.4259 -2.4222 0.9826 0.0 0.0 -0.1
H 4.5322 -4.7246 1.3487 0.0 0.0 0.0
H 3.2123 -5.4739 2.1391 -0.1 0.0 0.0
C -1.0122 2.9928 -4.2425 0.0 0.0 0.1
C -1.2070 2.5374 -2.7910 0.0 -0.1 -0.2
C -2.0036 1.2549 -2.6971 0.1 0.0 0.2
C -3.3634 1.3310 -2.9849 -0.1 -0.1 0.0
C -4.1817 0.2192 -2.9243 0.0 0.0 0.0
C -3.6390 -0.9952 -2.5427 0.0 0.0 0.1
C -2.2952 -1.1099 -2.2164 0.1 0.0 0.0
C -1.7659 -2.4704 -1.8416 0.0 0.1 -0.2
C -1.2441 -3.2359 -3.0617 0.0 0.1 0.2
C -1.4603 0.0159 -2.3045 -0.5 0.1 -0.3
N -0.0964 -0.1065 -1.9337 -0.2 0.4 -0.6
C 0.8250 0.2387 -2.7819 -0.3 -0.1 -0.1
C 2.1972 0.3237 -2.4435 0.5 0.2 -0.2
C 3.2718 0.7081 -3.2623 -0.3 -0.1 0.0
C 4.4041 0.6951 -2.4551 0.1 0.0 0.1
C 3.9697 0.3057 -1.1840 0.1 0.0 -0.2
N 2.6481 0.0737 -1.1601 1.3 0.8 -0.7
H -0.3901 3.8876 -4.2797 0.0 0.0 0.0
H -1.9690 3.2214 -4.7108 0.0 0.0 0.0
H -0.5341 2.2136 -4.8388 0.0 0.0 0.0
H -1.7454 3.3213 -2.2529 0.0 0.0 0.1
H -0.2338 2.4340 -2.3150 0.0 0.0 0.1
H -3.7859 2.2901 -3.2617 0.0 0.0 0.0
H -5.2343 0.2954 -3.1625 0.0 0.0 0.0
H -4.2667 -1.8775 -2.4821 0.0 0.0 0.0
H -2.5726 -3.0427 -1.3782 0.0 0.0 0.1
H -0.9558 -2.3796 -1.1153 -0.1 -0.1 0.1
H -2.0216 -3.3064 -3.8220 0.0 0.0 0.0
H -0.9435 -4.2465 -2.7816 0.0 0.0 -0.1
H -0.3850 -2.7229 -3.4976 0.0 0.0 0.0
H 0.5586 0.4729 -3.8143 0.0 0.1 0.0
H 3.2142 0.9661 -4.3089 0.0 0.0 0.0
H 5.4127 0.9468 -2.7402 0.0 0.0 0.0
H 4.5674 0.1874 -0.2901 0.0 0.0 0.0
S 1.5984 -5.4334 -1.4665 0.0 0.3 0.1
C 2.3701 -4.3268 -2.5237 -0.1 -0.1 0.1
C 2.2453 -3.0643 -2.0458 0.1 -0.1 -0.1
N 1.5569 -2.9622 -0.8578 0.0 -0.1 0.0
C 1.1631 -4.1348 -0.4441 0.0 -0.3 -0.2
H 2.8580 -4.6575 -3.4252 0.0 0.0 0.0
H 2.6310 -2.1714 -2.5169 0.0 0.0 0.0
H 0.6124 -4.2911 0.4735 0.0 0.0 0.0
```
Positions in Å, forces in eV/Å.

This record from the Open Molecules 2025 dataset describes a 2-piece molecular cluster, C2H9NO2 overall in a non-equilibrium geometry. The level of theory is the ωB97M-V functional and the def2-TZVPD basis.

As for the electronic energy: -286.7835 Ha. The SMILES is CNCO.O. For the HOMO energy, the calculation gives -9.7 eV. For the energy above the lowest of the compared OMol25 structures with the same formula, charge and spin, the calculation gives 91.66 kJ/mol. The HOMO-LUMO gap comes out at 10.488 eV. The value obtained for the max |F| is 3.313 eV/Å.

Geometry as XYZ:
```
14
Properties=species:S:1:pos:R:3:forces:R:3
C 1.4944 1.1720 -0.5241 0.1 -2.9 -1.5
N 0.7554 -0.1104 -0.1134 -0.4 0.0 -1.6
C -0.6199 -0.2162 -0.5979 -1.6 0.8 1.3
O -0.8981 -0.0321 -1.9772 1.6 0.5 -0.8
H 2.2567 0.9004 -1.3177 0.3 0.0 1.8
H 0.9991 1.8275 -1.2191 -1.4 0.7 0.6
H 1.8056 1.5898 0.4081 0.7 0.8 -0.1
H 1.2657 -0.9567 -0.4232 -0.3 1.0 0.2
H -1.2786 0.5404 -0.0606 1.0 -0.6 -0.3
H -1.0978 -1.1847 -0.3928 0.7 0.1 0.4
H -0.1655 0.5255 -2.3144 -0.8 -0.4 0.0
O -1.7100 -1.5051 2.5589 0.7 1.0 -0.9
H -1.0432 -0.7798 2.5040 -0.7 -0.9 0.2
H -1.7637 -1.7704 3.4694 0.1 0.0 0.6
```
Positions in Å, forces in eV/Å.